(1)
Below is 12 unconnected molecules or ions with the total composition C39H108F9N9O18S3, with properties calculated with ωB97M-V/def2-TZVPD.

Last column: Mulliken charge in e.
Geometry (Å):
C  -2.9037  -13.8942  -15.5696  -1.29
C  -3.0542  -13.6068  -14.0417  -0.22
C  -1.8200  -13.0580  -13.3793  -0.29
O  -1.3667  -11.8446  -13.8268  -0.50
C  -0.5587  -11.2214  -12.8240  -0.46
N  -4.1751  -12.5449  -13.7226  -0.12
H  -4.0714  -11.6412  -14.1615  0.31
H  -4.9672  -12.9600  -14.1919  0.40
H  -4.1750  -12.6243  -12.7157  0.32
H  -2.0014  -14.4690  -15.7784  0.24
H  -2.9353  -12.9952  -16.1852  0.40
H  -3.6394  -14.5660  -16.0118  0.46
H  -3.2743  -14.5748  -13.5914  0.32
H  -1.0721  -13.8395  -13.5131  0.26
H  -2.0044  -13.0230  -12.3056  0.26
H  -1.0139  -11.1825  -11.8344  0.52
H  -0.4213  -10.2244  -13.2425  0.15
H  0.4643  -11.5254  -12.6020  0.23
C  0.6261  -4.5352  -9.8356  -1.47
C  0.6149  -3.0409  -9.3865  0.13
C  1.7514  -2.6239  -8.4210  -0.74
O  1.5534  -1.2850  -8.0717  -0.36
C  2.7757  -0.4966  -7.8248  -0.70
N  0.5607  -1.9776  -10.5279  0.04
H  0.2680  -2.2170  -11.4644  0.08
H  -0.1242  -1.2827  -10.2669  0.41
H  1.4699  -1.5524  -10.6403  0.43
H  1.4963  -4.8453  -10.4141  0.36
H  -0.1515  -4.7664  -10.5636  0.42
H  0.3315  -5.3430  -9.1657  0.41
H  -0.3040  -2.9360  -8.8098  0.26
H  2.6656  -2.6627  -9.0133  0.52
H  1.7026  -3.2525  -7.5319  0.35
H  3.1470  -0.2629  -8.8226  0.29
H  3.6080  -1.0403  -7.3778  0.32
H  2.4753  0.2294  -7.0693  0.29
C  3.9301  -1.0626  -17.1245  -1.40
C  2.9888  -2.2358  -16.9394  0.33
C  3.4601  -3.5288  -16.2769  -0.73
O  2.3007  -4.3733  -15.9656  -0.36
C  2.6400  -5.7843  -15.9790  -0.71
N  1.7782  -1.7344  -16.1900  -0.06
H  1.9760  -1.2506  -15.3258  0.42
H  1.0801  -1.2737  -16.7562  0.43
H  1.4506  -2.5722  -15.7309  -0.03
H  4.8321  -1.3892  -17.6420  0.37
H  4.2495  -0.4704  -16.2670  0.38
H  3.4127  -0.3287  -17.7424  0.46
H  2.3607  -2.4014  -17.8147  0.29
H  4.0414  -3.3695  -15.3687  0.31
H  4.0932  -4.0593  -16.9881  0.44
H  1.7280  -6.3727  -15.8780  0.06
H  3.3463  -6.1251  -15.2219  0.21
H  2.9937  -6.0940  -16.9624  0.45
C  1.0510  -14.0926  -16.0366  -1.92
C  2.3771  -13.4468  -15.8270  0.99
C  2.4107  -12.1635  -14.8414  0.02
O  3.7078  -11.5900  -14.7695  -0.38
C  3.9834  -10.4461  -15.4865  -0.25
N  3.3832  -14.5285  -15.3007  -0.15
H  4.3623  -14.3231  -15.4396  0.34
H  3.3168  -14.8688  -14.3521  0.32
H  3.2393  -15.4049  -15.7817  0.40
H  1.2019  -14.7706  -16.8767  0.57
H  0.0980  -13.5889  -16.1982  0.33
H  0.6508  -14.8772  -15.3945  0.49
H  2.7053  -13.1891  -16.8339  -0.24
H  2.2968  -12.5544  -13.8303  0.02
H  1.7123  -11.3972  -15.1778  0.00
H  3.8643  -10.5336  -16.5665  -0.02
H  5.0204  -10.2102  -15.2475  0.37
H  3.6254  -9.5185  -15.0398  0.02
C  -4.2281  -6.5045  -11.0755  -1.53
C  -3.8446  -7.5550  -10.0496  0.83
C  -4.8545  -7.6544  -8.9392  -1.03
O  -5.9403  -8.5792  -9.1496  -0.36
C  -7.0771  -8.1567  -8.4440  -0.82
N  -3.5284  -8.9344  -10.7160  -0.10
H  -3.5562  -9.6312  -9.9854  0.39
H  -4.3348  -9.2136  -11.2562  0.43
H  -2.6351  -8.9133  -11.1867  0.29
H  -3.5262  -6.5296  -11.9091  0.41
H  -4.2415  -5.5222  -10.6034  0.45
H  -5.1843  -6.6685  -11.5725  0.37
H  -2.8593  -7.3405  -9.6358  -0.02
H  -5.2681  -6.6900  -8.6445  0.55
H  -4.4267  -7.9573  -7.9835  0.49
H  -7.5550  -7.2483  -8.8109  0.35
H  -6.8657  -8.0741  -7.3779  0.36
H  -7.8148  -8.9542  -8.5318  0.25
C  4.9469  -9.6848  -10.7797  -0.85
C  4.8490  -11.0926  -11.4784  1.17
C  6.0711  -12.0327  -11.1823  -1.04
O  6.1636  -12.3767  -9.7907  -0.30
C  7.3335  -13.0795  -9.4654  -0.81
N  3.4880  -11.7246  -10.9098  0.07
H  2.6443  -11.1740  -10.9816  -0.05
H  3.2247  -12.5550  -11.4208  0.44
H  3.6983  -11.9885  -9.9579  0.49
H  4.0117  -9.1756  -11.0124  0.11
H  5.5815  -9.0099  -11.3541  0.07
H  5.1224  -9.6803  -9.7040  0.43
H  4.6527  -11.0012  -12.5467  -0.56
H  6.9956  -11.5279  -11.4628  0.58
H  6.0144  -12.9049  -11.8337  0.42
H  7.1796  -13.4471  -8.4508  0.25
H  8.1749  -12.3880  -9.4217  0.35
H  7.6481  -13.9041  -10.1051  0.33
C  4.1525  -10.6773  -20.4345  -1.38
C  2.9612  -11.1152  -19.4295  0.59
C  2.1646  -9.9156  -18.8066  -0.76
O  1.4587  -10.3365  -17.7111  -0.21
C  0.6911  -9.3512  -17.0067  -0.63
N  1.9928  -12.1578  -20.1479  -0.23
H  2.2528  -13.1312  -20.2195  0.35
H  1.0711  -12.0708  -19.7442  0.30
H  1.7119  -12.0021  -21.1055  0.38
H  4.6238  -11.4816  -20.9993  0.45
H  4.8863  -10.1106  -19.8613  0.40
H  3.8091  -10.2007  -21.3527  0.38
H  3.2512  -11.7459  -18.5891  -0.24
H  1.3488  -9.5263  -19.4157  0.56
H  2.9271  -9.2566  -18.3912  0.40
H  0.5471  -8.4661  -17.6264  0.53
H  1.2968  -9.0372  -16.1566  0.04
H  -0.2614  -9.7489  -16.6567  0.19
C  1.5124  -10.7736  -3.7909  -1.21
C  2.4036  -9.6200  -4.2005  0.29
C  1.6206  -8.2641  -4.3426  -0.97
O  0.9028  -8.4591  -5.6015  -0.27
C  1.1756  -7.5793  -6.6585  -0.76
N  3.5777  -9.3774  -3.2412  -0.24
H  3.3252  -9.3157  -2.2652  0.36
H  4.2331  -10.1420  -3.3183  0.36
H  4.0765  -8.5202  -3.4322  0.36
H  1.8427  -11.6873  -4.2849  0.33
H  0.4815  -10.6629  -4.1271  0.29
H  1.5642  -10.9171  -2.7116  0.42
H  2.7687  -9.7023  -5.2242  0.27
H  2.3102  -7.4218  -4.3986  0.51
H  0.8951  -8.1048  -3.5448  0.36
H  0.5531  -7.7895  -7.5282  0.02
H  2.1864  -7.7170  -7.0426  0.35
H  1.1095  -6.5587  -6.2817  0.50
C  -0.1824  -16.0090  -8.0314  -1.37
C  -0.9231  -14.7547  -8.5400  0.05
C  -0.1455  -13.4950  -8.1627  -0.82
O  -0.9850  -12.4529  -8.6368  -0.36
C  -0.2781  -11.2048  -8.7627  0.15
N  -1.0610  -14.9205  -10.0107  -0.18
H  -1.4361  -15.8166  -10.2869  0.42
H  -1.8626  -14.3712  -10.2862  0.32
H  -0.2999  -14.6797  -10.6293  0.29
H  0.0147  -15.9122  -6.9638  0.42
H  0.7928  -16.0639  -8.5151  0.42
H  -0.7809  -16.8701  -8.3290  0.41
H  -1.9075  -14.6840  -8.0772  0.34
H  0.8765  -13.3414  -8.5092  0.42
H  -0.2423  -13.3223  -7.0908  0.46
H  0.4740  -11.3072  -9.5450  -0.12
H  0.1004  -10.7133  -7.8665  0.49
H  -1.0101  -10.5105  -9.1752  -0.23
C  1.2321  -7.3698  -12.7786  -0.11
F  0.2092  -6.4828  -12.9923  -0.17
F  1.3638  -8.1642  -13.8846  -0.03
F  2.4231  -6.7828  -12.6275  0.02
S  0.7200  -8.3867  -11.1780  0.16
O  0.9933  -7.5616  -9.9851  -0.23
O  -0.7268  -8.6706  -11.2429  -0.57
O  1.5117  -9.5877  -11.3932  -0.51
C  -1.7678  -3.5776  -15.1175  0.54
F  -0.8837  -4.3808  -14.6974  -0.16
F  -1.2217  -3.1368  -16.2890  -0.24
F  -2.9177  -4.2041  -15.3764  -0.23
S  -1.7795  -2.1163  -13.8551  1.20
O  -2.3431  -0.9719  -14.5280  -0.65
O  -2.7114  -2.5670  -12.8109  -0.71
O  -0.4060  -1.9850  -13.3524  -0.78
C  5.9554  -7.1521  -13.1705  0.48
F  5.1644  -6.2380  -12.6400  -0.19
F  6.8855  -7.4263  -12.3269  -0.27
F  5.3470  -8.2279  -13.4235  -0.12
S  6.7763  -6.6190  -14.7591  1.18
O  5.7118  -6.7479  -15.7858  -0.62
O  7.1819  -5.2187  -14.5239  -0.71
O  7.8937  -7.4479  -15.0479  -0.66

Cartesian forces (eV/Å) of the 6 atoms listed first:
C -0.40 0.23 0.10
C 0.61 0.90 -2.08
C 0.31 -1.50 0.13
O 0.18 -0.14 0.41
C 0.23 1.85 -0.53
N 0.90 -3.07 -1.23

Calculated values
- total charge = +6
- relative energy (zero: lowest compared OMol25 entry of this formula, charge and spin) (kJ/mol) = 1240.25
- LUMO level (hartree) = -0.48746
- E (Eh) = -5488.5405
- HOMO (eV) = -16.425
- gap between HOMO and LUMO (eV) = 3.2

=====

(2)
Below is 12 unconnected molecules or ions with the total composition C39H108N6O18, with properties calculated with ωB97M-V/def2-TZVPD.

Last column: Mulliken charge in e.
Geometry (Å):
C  -3.4804  -0.9609  -0.9043  -0.54
O  -4.1243  0.1952  -1.5642  -0.51
C  -3.7133  0.3887  -2.9105  0.14
C  -4.0288  -0.7538  -3.9059  -0.94
N  -5.3944  -1.1476  -3.7426  -0.28
C  -5.8933  -2.2915  -4.5001  -0.65
C  -7.3945  -2.5157  -4.1775  -0.63
O  -7.5279  -2.7056  -2.7773  -0.25
C  -8.8584  -2.8038  -2.2981  -0.83
H  -2.5282  -1.2421  -1.3541  0.26
H  -3.9790  -1.9096  -1.1028  -0.03
H  -3.2659  -0.7934  0.1512  0.49
H  -2.6625  0.6491  -3.0372  0.14
H  -4.2200  1.3189  -3.1678  0.21
H  -3.3597  -1.5895  -3.7008  0.27
H  -3.8274  -0.4578  -4.9354  0.59
H  -5.3701  -1.4698  -2.7857  0.22
H  -5.3270  -3.2083  -4.3359  0.28
H  -5.8868  -2.0461  -5.5621  0.38
H  -7.8204  -3.3774  -4.6915  0.43
H  -8.0246  -1.6537  -4.3968  0.37
H  -9.3435  -3.7107  -2.6591  0.31
H  -9.4826  -1.9622  -2.5985  0.32
H  -9.0074  -2.8892  -1.2218  0.27
C  9.5871  -2.0238  2.2739  -0.80
O  8.2488  -2.0279  2.7106  -0.26
C  7.9016  -1.1064  3.7357  -0.70
C  6.4472  -1.3260  4.1279  -0.55
N  5.6171  -0.7174  3.1444  -0.29
C  4.2330  -0.5721  3.5037  -0.45
C  3.4744  -1.8971  3.5324  -0.74
O  3.7431  -2.6637  2.3915  -0.27
C  3.2053  -3.9816  2.5298  -0.96
H  10.1958  -2.4521  3.0701  0.30
H  9.9438  -1.0208  2.0395  0.30
H  9.8269  -2.6996  1.4530  0.25
H  8.0113  -0.1213  3.2823  0.33
H  8.5778  -1.1465  4.5896  0.46
H  6.3218  -0.8069  5.0781  0.45
H  6.2765  -2.3684  4.3966  0.27
H  5.6724  -1.4771  2.4812  0.27
H  3.8033  0.0246  2.6990  -0.10
H  4.0728  0.1289  4.3228  0.44
H  2.4728  -1.5093  3.7184  0.48
H  3.7783  -2.4186  4.4399  0.63
H  3.3409  -4.5721  1.6237  0.17
H  2.1350  -3.9435  2.7323  0.37
H  3.8166  -4.5180  3.2556  0.43
C  -0.2854  3.7683  -2.5362  -0.85
O  0.1992  2.8010  -1.6089  -0.15
C  -0.7670  2.3877  -0.6614  0.19
C  -0.0873  2.1721  0.6264  0.46
N  0.2045  0.7366  0.8370  -0.08
C  1.3828  0.2332  0.1093  0.41
C  1.4987  -1.2332  0.4602  -0.57
O  0.3327  -1.9823  0.1087  -0.39
C  0.3825  -3.3699  0.3094  -0.80
H  -0.4849  4.6919  -1.9927  0.35
H  -1.1930  3.4719  -3.0620  0.28
H  0.5182  4.0465  -3.2181  0.10
H  -1.2547  1.5198  -1.1053  -0.20
H  -1.4541  3.2255  -0.5425  0.21
H  -0.7094  2.6147  1.4043  -0.62
H  0.8333  2.7485  0.7183  -0.16
H  -0.5851  0.3116  0.3724  -0.01
H  2.2692  0.7575  0.4663  0.37
H  1.2615  0.2634  -0.9735  -0.27
H  1.6156  -1.3597  1.5365  -0.10
H  2.4314  -1.6612  0.0928  0.47
H  1.3172  -3.8050  -0.0443  0.11
H  -0.3410  -3.8498  -0.3497  0.42
H  0.3577  -3.6193  1.3702  0.37
C  -6.2469  3.4009  6.7414  -0.65
O  -4.9069  3.4279  7.1374  -0.32
C  -4.0860  4.5257  6.6891  -0.58
C  -3.1430  3.9912  5.5772  -0.53
N  -2.1506  4.9456  5.0526  -0.28
C  -1.3292  4.2799  4.0404  -0.37
C  -0.6156  5.3909  3.1949  -0.92
O  -0.0077  4.8412  2.0440  0.12
C  0.5463  5.7565  1.0901  -0.74
H  -6.6784  4.4005  6.7947  0.32
H  -6.6784  2.7614  7.5113  0.22
H  -6.4097  2.9784  5.7499  0.25
H  -3.3929  4.8435  7.4680  0.32
H  -4.7122  5.3954  6.4904  0.41
H  -3.7627  3.5353  4.8050  0.34
H  -2.6517  3.1850  6.1220  0.23
H  -2.5733  5.7797  4.6709  0.28
H  -1.9431  3.7230  3.3326  0.23
H  -0.6515  3.5467  4.4778  0.29
H  0.1620  5.9781  3.6834  0.37
H  -1.3574  6.1512  2.9505  0.34
H  -0.0701  6.6277  0.8683  0.33
H  1.0132  5.2696  0.2339  0.05
H  1.3896  6.2242  1.5983  0.42
C  3.8900  -1.6129  -3.6492  -0.73
O  4.3585  -0.2944  -3.4490  -0.48
C  3.6766  0.5112  -2.5230  -0.28
C  4.1072  2.0608  -2.5726  -0.74
N  3.1490  2.8760  -1.8903  0.38
C  3.1318  4.2659  -2.4056  -0.72
C  4.4739  5.0572  -2.2815  -0.80
O  4.2617  6.3863  -2.7335  -0.30
C  5.3656  7.1648  -2.5204  -0.78
H  4.4971  -2.1973  -4.3405  0.36
H  2.8785  -1.6931  -4.0473  0.33
H  3.9221  -2.1016  -2.6755  0.26
H  3.9649  0.0947  -1.5579  0.24
H  2.6046  0.3614  -2.6515  0.30
H  4.2189  2.3435  -3.6194  0.45
H  5.0853  2.2646  -2.1369  0.30
H  2.1761  2.6145  -1.9630  0.06
H  2.2843  4.8616  -2.0666  0.36
H  2.8815  4.1564  -3.4608  0.44
H  5.3184  4.5815  -2.7800  0.43
H  4.7475  5.0081  -1.2275  0.40
H  5.3823  8.1103  -3.0625  0.24
H  6.2608  6.6087  -2.7988  0.31
H  5.3741  7.3282  -1.4428  0.31
C  2.5915  -5.4294  -2.5648  -0.47
O  2.7000  -6.4771  -1.6260  -0.40
C  1.4500  -6.8226  -0.9775  0.03
C  1.5847  -8.0001  -0.0018  -0.93
N  0.3202  -8.4786  0.4523  -0.35
C  -0.0380  -7.8632  1.7053  -0.19
C  -1.4520  -8.3892  2.0332  -0.90
O  -2.3567  -7.7134  1.1626  -0.16
C  -3.6705  -7.8126  1.6179  -0.76
H  3.5606  -5.0918  -2.9321  0.26
H  2.0601  -4.5921  -2.1125  0.06
H  2.1072  -5.7122  -3.4995  0.35
H  0.6615  -6.9852  -1.7123  0.46
H  1.0166  -5.9741  -0.4480  -0.07
H  2.1749  -7.6814  0.8573  0.32
H  2.1416  -8.8168  -0.4611  0.35
H  -0.3995  -8.3821  -0.2496  0.29
H  -0.0375  -6.7734  1.6883  0.09
H  0.7104  -8.0745  2.4691  0.46
H  -1.6501  -8.0526  3.0508  0.46
H  -1.4712  -9.4791  2.0385  0.36
H  -3.7402  -7.5772  2.6799  0.35
H  -4.0367  -8.8118  1.3824  0.30
H  -4.2616  -7.0713  1.0800  0.17
C  -3.6305  5.6099  -1.3392  -0.11
O  -3.2779  6.4839  -2.3655  -0.48
H  -3.9318  4.6780  -1.8175  0.09
H  -2.7744  5.4505  -0.6836  -0.12
H  -4.4003  5.9233  -0.6340  0.38
H  -3.0830  7.3005  -1.9000  0.28
C  -3.2838  -5.2797  -0.7219  -0.89
O  -3.4288  -4.3908  -1.7904  -0.47
H  -2.4109  -5.9317  -0.7554  0.26
H  -3.4113  -4.8016  0.2493  0.37
H  -4.0937  -6.0054  -0.7959  0.52
H  -4.3069  -4.0138  -1.6991  0.18
C  -3.3927  3.9991  -5.6189  -0.26
O  -3.7645  2.9873  -6.5189  -0.55
H  -2.3647  4.3605  -5.6426  0.20
H  -4.0773  4.8281  -5.7986  0.31
H  -3.4953  3.6083  -4.6066  0.00
H  -4.7209  2.9070  -6.4976  0.31
O  0.1538  6.5576  -4.8546  -0.56
H  1.0969  6.4452  -4.7354  0.29
H  0.0723  7.3440  -5.3943  0.28
O  1.1756  1.4621  3.7481  -0.71
H  1.7284  2.1900  3.4640  0.41
H  0.9174  1.0257  2.9362  0.30
O  2.5056  3.5607  2.5146  -0.76
H  1.7950  4.0519  2.1023  0.26
H  3.0580  3.2799  1.7851  0.33

Cartesian forces (eV/Å) of the 6 atoms listed first:
C 0.30 0.38 -1.31
O 1.25 -1.85 0.79
C -0.31 0.45 -0.69
C 0.43 0.31 0.11
N -0.78 -0.57 0.60
C -1.18 0.64 -0.25

Calculated values
- SMILES = COCCNCCOC.COCCNCCOC.COCCNCCOC.COCCNCCOC.COCCNCCOC.COCCNCCOC.CO.CO.CO.O.O.O
- LUMO level (hartree) = 0.01338
- E (Eh) = -3233.0987
- HOMO (eV) = -8.601
- gap between HOMO and LUMO (eV) = 9.0